[1]
{
  "formula": "C40H86B2F2N8O13P2",
  "method": "wB97M-V/def2-TZVPD",
  "total_energy_ev": -106773.53263,
  "homo_ev": -8.0,
  "gap_ev": 7.956,
  "species": ["C", "C", "C", "F", "C", "O", "N", "O", "O", "C", "B", "O", "N", "C", "C", "P", "C", "C", "C", "C", "C", "C", "O", "C", "C", "C", "C", "C", "C", "O", "C", "C", "C", "C", "F", "O", "C", "N", "B", "O", "O", "P", "N", "H", "H", "H", "H", "H", "H", "H", "H", "H", "H", "H", "H", "H", "H", "H", "H", "H", "H", "H", "H", "H", "H", "H", "H", "H", "H", "H", "H", "H", "H", "H", "H", "H", "H", "H", "H", "H", "H", "H", "H", "H", "H", "C", "O", "C", "C", "C", "N", "H", "H", "H", "H", "H", "H", "H", "H", "H", "H", "H", "C", "O", "C", "C", "C", "N", "H", "H", "H", "H", "H", "H", "H", "H", "H", "H", "H", "C", "O", "C", "C", "C", "N", "H", "H", "H", "H", "H", "H", "H", "H", "H", "H", "H", "C", "O", "C", "C", "C", "N", "H", "H", "H", "H", "H", "H", "H", "H", "H", "H", "H"],
  "positions_angstrom": [[1.6630, 0.8221, 3.8700], [0.5510, 0.0288, 3.1908], [0.2007, 0.1851, 1.7088], [-1.0647, -0.4051, 1.5893], [0.2183, 1.5650, 1.0363], [-0.8022, 1.7666, 0.0472], [-1.2845, 0.6005, -0.6001], [-2.2734, 0.8485, -1.1572], [-0.0149, 2.5976, 1.9542], [-1.3519, 2.6128, 2.4866], [-2.1820, 3.8332, 1.9031], [-1.5483, 4.7415, 1.0646], [-3.5929, 4.0200, 2.2295], [-4.1464, 5.2174, 1.5634], [-4.4045, 2.8742, 1.7681], [-1.1990, 2.8851, 4.3447], [-1.6521, 4.6137, 4.7253], [-0.6161, 5.6150, 4.1676], [-2.3225, 1.7629, 5.2979], [-3.5823, 1.2318, 4.6140], [1.6051, 1.9838, 0.3650], [2.8158, 1.4271, 1.0702], [3.9262, 1.5158, 0.1705], [5.1340, 1.1297, 0.6917], [5.3197, 0.5135, 1.9104], [6.5970, 0.1987, 2.3717], [7.7065, 0.4782, 1.5820], [7.5210, 1.0631, 0.3333], [6.2480, 1.3959, -0.1018], [1.4887, 3.3863, 0.1795], [2.4598, 4.3435, 0.4861], [1.6453, 5.6664, 0.3530], [2.3807, 6.8737, 0.9325], [1.8578, 7.2957, 2.2806], [2.2377, 7.9439, 0.0511], [2.8736, 4.3574, 1.8795], [4.0995, 4.1326, 2.1855], [5.1878, 3.9383, 2.4487], [3.5584, 4.5253, -0.6669], [3.0725, 4.3419, -1.9398], [4.8532, 4.9543, -0.5142], [1.6871, 1.2698, -1.3923], [1.7875, -0.2934, -1.4754], [1.8089, 1.8343, 3.5233], [1.4644, 0.8665, 4.9337], [2.6136, 0.2979, 3.7749], [0.7719, -1.0273, 3.3135], [-0.3723, 0.1704, 3.7439], [0.8378, -0.4902, 1.1435], [-1.9208, 1.7115, 2.2809], [-1.4134, 4.3270, 0.2042], [-5.1973, 5.2900, 1.8435], [-4.1348, 5.1257, 0.4794], [-3.6535, 6.1214, 1.8931], [-3.9159, 1.9199, 1.9153], [-4.6732, 2.9636, 0.7138], [-5.3413, 2.8553, 2.3227], [-2.6673, 4.9073, 4.4714], [-1.6125, 4.6800, 5.8106], [-0.1491, 6.1678, 4.9727], [0.1109, 5.1398, 3.5173], [-1.1560, 6.3530, 3.5795], [-2.6158, 2.3339, 6.1770], [-1.6964, 0.9596, 5.6723], [-4.2526, 2.0604, 4.4132], [-3.3247, 0.6800, 3.7182], [-4.1049, 0.5836, 5.3130], [3.0755, 1.9265, 1.9951], [2.6911, 0.3728, 1.3043], [4.4822, 0.2773, 2.5485], [6.7032, -0.2523, 3.3436], [8.6896, 0.2359, 1.9532], [8.3846, 1.2507, -0.2849], [6.1191, 1.8498, -1.0734], [0.7533, 5.4837, 0.9484], [1.4190, 5.8493, -0.6882], [3.4543, 6.7031, 1.0373], [2.3862, 8.1742, 2.6358], [1.9596, 6.4980, 3.0070], [0.8028, 7.5434, 2.1794], [3.5026, 5.0119, -2.4873], [5.4951, 4.2376, -0.5138], [2.7560, 1.8772, -2.0640], [0.5563, 1.8277, -2.0159], [1.8512, -0.6675, -0.5351], [-5.6076, -3.9861, -2.0840], [-5.5287, -4.0151, -3.4962], [-5.3445, -2.7585, -4.1184], [-3.8899, -2.2683, -4.1578], [-3.3878, -1.7292, -2.8218], [-2.9703, -3.3081, -4.6275], [-6.1036, -3.0786, -1.7274], [-4.6181, -4.0669, -1.6274], [-6.1934, -4.8497, -1.7697], [-5.6825, -2.8955, -5.1491], [-6.0040, -2.0073, -3.6633], [-3.8552, -1.4428, -4.8762], [-3.1584, -2.5262, -2.1146], [-2.4723, -1.1574, -2.9632], [-4.1253, -1.0675, -2.3628], [-3.2380, -3.5938, -5.5652], [-3.1297, -4.1374, -4.0618], [3.9414, -2.6690, 0.0543], [2.7314, -2.9342, 0.7484], [2.0931, -4.1519, 0.4133], [2.6435, -5.3885, 1.1359], [3.9722, -5.8866, 0.5777], [2.7876, -5.1664, 2.5792], [3.9211, -3.0452, -0.9709], [4.7982, -3.0875, 0.5888], [4.0654, -1.5864, 0.0238], [1.0496, -4.0223, 0.7155], [2.0930, -4.2932, -0.6748], [1.9109, -6.1892, 0.9915], [4.8079, -5.2617, 0.8927], [4.1726, -6.8964, 0.9346], [3.9559, -5.9133, -0.5135], [1.8788, -4.9392, 2.9735], [3.3301, -4.3157, 2.7051], [-2.4387, 1.9824, -4.8675], [-2.8202, 2.9711, -5.8053], [-1.8756, 3.2285, -6.8257], [-1.9207, 2.2445, -8.0038], [-1.2865, 0.8909, -7.6983], [-3.2855, 2.0296, -8.4930], [-1.3623, 1.9970, -4.6723], [-2.7454, 0.9891, -5.2047], [-2.9640, 2.1894, -3.9346], [-2.1260, 4.2225, -7.2062], [-0.8643, 3.2939, -6.4023], [-1.3433, 2.6985, -8.8148], [-1.9313, 0.2671, -7.0796], [-1.1047, 0.3450, -8.6235], [-0.3304, 1.0088, -7.1844], [-3.6746, 2.9161, -8.8015], [-3.8606, 1.7722, -7.6952], [-0.5102, -7.8391, -0.8459], [0.2074, -8.4382, 0.2179], [-0.4868, -8.5071, 1.4486], [-1.4533, -9.6930, 1.5777], [-2.7572, -9.5104, 0.8069], [-0.8353, -10.9578, 1.1706], [-1.1592, -7.0332, -0.4909], [-1.1035, -8.5765, -1.3913], [0.2189, -7.4204, -1.5396], [0.2897, -8.6215, 2.2100], [-0.9959, -7.5551, 1.6529], [-1.7111, -9.7737, 2.6378], [-2.6234, -9.6638, -0.2635], [-3.4968, -10.2356, 1.1449], [-3.1707, -8.5116, 0.9611], [-0.0258, -11.1392, 1.7575], [-0.4420, -10.8237, 0.2429]]
}

[2]
{
  "formula": "C4H11N2",
  "method": "wB97M-V/def2-TZVPD",
  "total_charge": 1,
  "relative_energy_kcal_mol": 124.9,
  "total_energy_ev": -7295.53303,
  "homo_ev": [-13.6, -13.6],
  "gap_ev": [8.891, 8.891],
  "species": ["C", "C", "C", "C", "N", "N", "H", "H", "H", "H", "H", "H", "H", "H", "H", "H", "H"],
  "positions_angstrom": [[0.2363, -0.6000, -0.6215], [-2.2724, 0.5271, -0.7642], [-0.7451, 1.1761, 1.0427], [2.4762, -1.2957, -0.0453], [-1.2553, 0.1522, 0.2337], [1.2932, -0.5139, 0.0848], [-0.0908, -1.0934, -1.5786], [-2.1516, 1.4672, -1.1428], [-2.1827, -0.2472, -1.6192], [-3.2562, 0.3354, -0.1010], [0.0756, 0.9012, 1.7708], [-0.6330, 2.0758, 0.3368], [-1.4491, 1.6551, 1.7991], [2.4861, -2.0810, -0.7171], [2.9009, -1.7091, 0.8058], [3.1837, -0.7345, -0.4738], [1.3842, -0.0151, 0.9898]]
}

[3]
{
  "formula": "C16H23BBr4Ca3F9LiN4O11Si2",
  "method": "wB97M-V/def2-TZVPD",
  "total_charge": 2,
  "total_energy_ev": -422007.08914,
  "homo_ev": -9.7,
  "gap_ev": 2.299,
  "species": ["C", "C", "C", "Br", "Si", "N", "C", "C", "C", "O", "Si", "C", "N", "C", "O", "O", "N", "C", "O", "F", "C", "O", "F", "N", "C", "O", "F", "C", "O", "F", "H", "H", "H", "H", "H", "H", "H", "H", "H", "H", "H", "H", "H", "H", "H", "H", "C", "C", "O", "C", "O", "O", "F", "H", "H", "H", "Ca", "Br", "Ca", "C", "O", "H", "H", "H", "H", "Br", "Br", "Li", "B", "F", "F", "F", "F", "Ca"],
  "positions_angstrom": [[3.7142, 4.6504, 1.4541], [3.5621, 3.2678, 0.6486], [2.2039, 2.5203, 0.9712], [2.1780, 2.3333, 2.9652], [2.1403, 0.6986, 0.3255], [0.7945, -0.1561, 1.0009], [-0.4294, 0.3204, 0.8082], [-1.5044, -0.3888, -0.1125], [-1.0481, 1.6022, 1.5175], [3.5585, -0.0211, 1.0115], [4.5603, -0.8112, -0.1025], [6.0281, -1.4939, 0.9396], [6.5984, -0.2767, 1.6248], [5.3887, 0.3056, -1.4253], [5.1379, 1.5611, -1.5843], [6.2985, -0.2065, -2.2023], [3.7951, -2.2765, -0.8276], [3.5710, -3.2893, 0.1690], [2.4825, -3.2894, 0.8174], [4.4996, -4.2426, 0.5308], [4.5805, -2.6628, -1.9084], [4.2661, -2.2022, -3.0866], [5.7729, -3.5339, -1.8230], [2.1986, 0.8218, -1.4918], [1.3581, -0.1313, -2.1803], [1.1808, -1.2887, -1.9163], [0.7257, 0.3752, -3.3168], [1.7331, 2.1380, -1.9698], [2.4950, 2.7975, -2.6960], [0.5050, 2.6308, -1.7219], [2.7825, 4.9338, 2.0040], [4.5904, 4.6074, 2.1541], [3.8846, 5.4727, 0.6940], [3.6269, 3.5498, -0.4489], [4.4468, 2.6053, 0.8781], [1.2876, 3.1006, 0.6967], [-1.3936, -1.5082, -0.0200], [-2.5391, -0.1373, 0.2670], [-1.4804, 0.0030, -1.2170], [-0.6337, 1.7697, 2.5351], [-2.1488, 1.4212, 1.6499], [-0.9645, 2.4746, 0.8181], [5.6978, -2.2272, 1.7174], [6.8141, -1.9077, 0.2374], [6.9081, -0.5341, 2.5635], [7.4007, 0.0824, 1.1063], [-5.1424, -3.1672, -2.2977], [-5.5285, -1.7454, -2.5751], [-5.5246, -1.1552, -1.2832], [-4.6204, -1.8446, -0.5663], [-4.1595, -1.4715, 0.4747], [-4.2809, -3.0195, -1.1630], [-6.7656, -1.6696, -3.0690], [-5.9962, -3.7919, -2.0254], [-4.6224, -3.6304, -3.1356], [-4.8320, -1.2092, -3.2264], [6.6160, -2.9828, -3.3999], [1.2109, -3.6479, 2.2340], [4.5133, 3.1997, -2.2500], [-4.8288, 2.1662, 3.6229], [-4.7086, 1.8450, 2.2759], [-4.2181, 3.1363, 3.8428], [-5.8901, 2.3411, 3.8525], [-4.4349, 1.3389, 4.2472], [-5.2234, 1.0373, 2.1160], [-2.4409, 3.2011, 3.2097], [-0.9649, -1.4756, -2.1670], [-1.4021, -3.2400, -0.7519], [-9.4323, -1.9574, -1.0781], [-10.6183, -2.4552, -0.4820], [-9.7655, -1.0783, -2.1402], [-8.6645, -1.2501, -0.0963], [-8.6580, -3.0522, -1.5873], [-6.2424, 2.1202, 5.3641]]
}

[4]
{
  "formula": "C7H15N",
  "method": "wB97M-V/def2-TZVPD",
  "relative_energy_kcal_mol": 31.6,
  "total_energy_ev": -8991.12029,
  "homo_ev": -7.7,
  "gap_ev": 8.754,
  "species": ["C", "C", "C", "C", "C", "C", "C", "N", "H", "H", "H", "H", "H", "H", "H", "H", "H", "H", "H", "H", "H", "H", "H"],
  "positions_angstrom": [[-2.3947, -1.2414, -1.7868], [-1.6526, -0.5127, -0.5977], [-0.1451, -0.3480, -0.9875], [0.5457, 0.5222, 0.0253], [0.1064, 2.0134, -0.0035], [1.3610, 0.0119, 0.9759], [1.9169, 0.8167, 2.1381], [1.5319, -1.3802, 1.0921], [-3.1095, -2.0138, -1.5467], [-2.6626, -0.3960, -2.4252], [-1.5981, -1.6445, -2.4340], [-1.5963, -1.3282, 0.1312], [-2.0587, 0.4169, -0.2272], [-0.1358, 0.1049, -1.9909], [0.2272, -1.3621, -1.0668], [0.7558, 2.6108, -0.6500], [0.1760, 2.3046, 1.0305], [-0.8235, 2.0997, -0.5716], [1.3236, 1.6798, 2.4018], [2.8789, 1.1535, 1.7496], [1.9903, 0.1515, 2.9983], [0.8769, -1.9926, 0.6320], [2.4862, -1.6663, 1.1130]]
}

[5]
{
  "formula": "H34O17",
  "method": "wB97M-V/def2-TZVPD",
  "relative_energy_kcal_mol": 24.3,
  "total_energy_ev": -35360.95678,
  "homo_ev": -10.4,
  "gap_ev": 10.305,
  "species": ["O", "H", "H", "O", "H", "H", "O", "H", "H", "O", "H", "H", "O", "H", "H", "O", "H", "H", "O", "H", "H", "O", "H", "H", "O", "H", "H", "O", "H", "H", "O", "H", "H", "O", "H", "H", "O", "H", "H", "O", "H", "H", "O", "H", "H", "O", "H", "H", "O", "H", "H"],
  "positions_angstrom": [[3.4617, 3.2736, 0.8635], [2.5099, 3.2678, 0.7622], [3.6043, 3.1310, 1.7993], [-1.3151, -0.3803, 1.9888], [-2.0462, 0.0721, 1.5680], [-1.7274, -0.9522, 2.6362], [-0.8680, -3.2566, -1.7300], [-1.1212, -2.3339, -1.7007], [-0.9724, -3.5050, -2.6484], [1.9341, -2.7178, -0.1778], [1.6168, -3.4808, -0.6610], [1.2541, -2.0556, -0.3014], [3.7617, 1.2120, -1.6531], [4.1228, 1.5128, -0.8192], [4.4414, 0.6458, -2.0186], [-3.5629, -1.1085, 3.8479], [-3.6386, -0.4885, 3.1226], [-4.2805, -1.7270, 3.7109], [0.6042, 2.9322, 1.9738], [-0.3216, 3.1581, 2.0639], [0.7861, 2.3627, 2.7213], [-4.0234, 0.8816, -1.1475], [-4.4575, 1.5860, -1.6288], [-3.1970, 0.7477, -1.6114], [3.9665, -3.2984, 1.7172], [3.2151, -2.7479, 1.4966], [4.4808, -2.7693, 2.3269], [-1.7276, 0.5835, -2.6885], [-0.8234, 0.4124, -2.4249], [-1.8146, 1.5357, -2.6437], [0.8776, 3.5166, -4.2967], [0.0759, 3.8571, -4.6936], [1.4236, 3.2609, -5.0401], [0.8041, 1.4279, -2.4761], [0.7716, 2.2948, -2.8805], [1.7358, 1.2681, -2.3255], [0.5936, 0.6514, 3.7589], [0.7583, -0.1012, 4.3270], [0.2614, 0.2703, 2.9461], [0.1066, -0.3730, -0.2166], [-0.4003, -0.1361, 0.5601], [0.4672, 0.4565, -0.5299], [-2.1103, -3.6543, 1.4279], [-1.8361, -4.0603, 0.6056], [-2.9952, -3.3336, 1.2538], [-4.1135, 0.4854, 1.7619], [-4.3556, 1.2147, 2.3325], [-4.6563, 0.6005, 0.9819], [3.1190, -1.5354, -2.3710], [2.9082, -0.6124, -2.2300], [2.7023, -1.9912, -1.6397]]
}

In order of appearance, M = 1008.74, 87.15, 1132.13, 113.20, 306.25 g mol⁻¹.